A 12-piece molecular cluster, C57H47Cl12F7O4 overall, computed with ωB97M-V/def2-TZVPD.

Gap between HOMO and LUMO   7.97 eV
Energy   -237351.27238 eV
F_max   1.6 eV/Å
E_HOMO   -7.8 eV

```
! wB97M-V def2-TZVPD RIJCOSX def2/J DEFGRID3
* xyz 0 1
F -0.223 3.161 0.757
C 0.217 3.489 1.984
C -0.567 3.106 3.054
C -0.307 3.609 4.321
C 0.847 4.350 4.538
C 1.710 4.630 3.494
C 1.363 4.207 2.211
H -1.464 2.501 2.977
H -0.945 3.329 5.148
H 1.054 4.773 5.516
H 2.636 5.156 3.667
H 2.100 4.459 1.458
F 2.392 -4.583 -1.085
C 1.490 -5.167 -1.891
C 1.908 -5.808 -3.032
C 0.943 -6.260 -3.937
C -0.394 -6.172 -3.631
C -0.807 -5.515 -2.460
C 0.151 -5.023 -1.595
H 2.935 -5.781 -3.372
H 1.297 -6.700 -4.859
H -1.194 -6.522 -4.270
H -1.869 -5.368 -2.323
H -0.161 -4.466 -0.719
F 5.902 0.186 3.210
C 5.640 -0.595 2.145
C 6.492 -0.520 1.057
C 6.261 -1.411 0.021
C 5.135 -2.228 -0.019
C 4.274 -2.230 1.067
C 4.534 -1.424 2.166
H 7.371 0.109 1.114
H 6.960 -1.443 -0.809
H 5.017 -2.889 -0.868
H 3.397 -2.862 1.102
H 3.951 -1.373 3.081
F 3.132 -2.443 -7.592
C 2.788 -2.344 -6.300
C 3.587 -1.570 -5.484
C 3.188 -1.414 -4.164
C 2.072 -2.052 -3.654
C 1.323 -2.881 -4.483
C 1.697 -3.021 -5.807
H 4.430 -1.020 -5.874
H 3.775 -0.776 -3.516
H 1.842 -2.024 -2.597
H 0.505 -3.444 -4.053
H 1.096 -3.626 -6.479
F 4.429 0.341 -1.575
C 5.054 1.513 -1.395
C 5.523 2.229 -2.481
C 6.109 3.463 -2.260
C 6.044 4.044 -1.008
C 5.495 3.358 0.076
C 4.973 2.104 -0.145
H 5.486 1.781 -3.467
H 6.577 3.978 -3.088
H 6.378 5.063 -0.853
H 5.369 3.925 0.986
H 4.510 1.499 0.632
F 0.484 -0.990 3.534
C 1.383 -0.670 4.462
C 1.717 -1.541 5.482
C 2.682 -1.128 6.386
C 3.366 0.076 6.251
C 3.063 0.899 5.171
C 2.063 0.526 4.291
H 1.137 -2.455 5.552
H 2.848 -1.724 7.277
H 4.118 0.332 6.981
H 3.655 1.784 4.977
H 1.682 1.117 3.460
F -2.812 -0.725 1.010
C -1.477 -0.878 0.781
C -0.784 -2.045 1.005
C 0.598 -2.049 0.793
C 1.225 -0.942 0.236
C 0.514 0.229 -0.004
C -0.826 0.236 0.307
H -1.206 -2.931 1.463
H 1.141 -2.977 0.905
H 2.289 -0.929 0.028
H 0.995 1.092 -0.426
H -1.448 1.093 0.071
C -6.148 3.757 1.564
C -6.669 4.491 0.514
C -5.925 4.751 -0.615
C -4.596 4.360 -0.681
C -4.054 3.639 0.360
C -4.835 3.304 1.456
O -4.237 2.618 2.486
O -6.485 5.522 -1.612
H -6.766 3.530 2.423
H -7.711 4.789 0.524
H -4.018 4.645 -1.551
H -3.026 3.306 0.278
H -4.920 2.407 3.133
H -6.218 5.228 -2.487
C -7.480 -1.625 -0.471
C -8.600 -1.097 -1.098
C -8.708 0.276 -1.228
C -7.667 1.096 -0.814
C -6.530 0.569 -0.220
C -6.422 -0.812 -0.083
O -5.341 -1.459 0.442
O -9.834 0.807 -1.784
H -7.395 -2.704 -0.508
H -9.354 -1.773 -1.472
H -7.690 2.143 -1.096
H -5.638 1.154 -0.018
H -4.590 -0.869 0.524
H -9.721 1.670 -2.187
C -3.380 -4.028 4.874
Cl -1.952 -3.781 5.868
Cl -4.231 -2.500 4.672
Cl -2.866 -4.586 3.260
Cl -4.414 -5.240 5.634
C -2.582 -0.961 -3.218
Cl -2.368 -2.485 -2.388
Cl -3.312 0.256 -2.143
Cl -1.074 -0.354 -3.911
Cl -3.676 -1.226 -4.607
C 2.143 3.251 -3.684
Cl 3.065 3.384 -5.183
Cl 2.794 4.390 -2.491
Cl 0.456 3.732 -4.021
Cl 2.145 1.618 -3.070
*
```

C57H47GaN3O4S2 as an isolated structure, computed with ωB97M-V/def2-TZVPD.

Gap between HOMO and LUMO   7.77 eV
Energy   -146577.74018 eV
F_max   1.4 eV/Å
E_HOMO   -10.7 eV

```
! wB97M-V def2-TZVPD RIJCOSX def2/J DEFGRID3
* xyz 1 1
Ga -0.530 1.609 1.845
C -1.235 -2.231 3.204
C -0.155 -1.640 4.067
C 0.724 -2.454 4.771
C 1.722 -1.908 5.559
C 1.860 -0.532 5.648
C 0.994 0.311 4.966
C 1.120 1.803 5.068
C -0.016 -0.254 4.177
N -0.917 0.615 3.493
C -2.193 0.707 3.960
O -2.698 0.045 4.846
C -2.974 1.796 3.258
C -4.302 2.136 3.439
C -4.819 3.171 2.663
C -4.027 3.815 1.716
C -2.712 3.406 1.599
N -2.242 2.459 2.383
C -1.672 3.945 0.651
O -1.917 4.939 -0.010
N -0.507 3.227 0.660
C 0.576 3.848 -0.045
C 0.518 4.052 -1.429
C -0.626 3.562 -2.265
C 1.544 4.768 -2.037
C 2.613 5.257 -1.310
C 2.668 5.038 0.055
C 1.650 4.350 0.702
C 1.716 4.135 2.188
H -0.995 -3.260 2.930
H -1.377 -1.638 2.298
H -2.181 -2.229 3.749
H 0.617 -3.531 4.707
H 2.395 -2.555 6.107
H 2.644 -0.106 6.262
H 2.013 2.079 5.626
H 0.246 2.230 5.564
H 1.176 2.244 4.072
H -4.904 1.604 4.161
H -5.851 3.470 2.785
H -4.396 4.611 1.084
H -0.935 2.561 -1.963
H -0.350 3.538 -3.318
H -1.477 4.234 -2.147
H 1.490 4.952 -3.104
H 3.395 5.821 -1.802
H 3.493 5.426 0.640
H 2.420 4.820 2.655
H 2.052 3.112 2.384
H 0.741 4.275 2.656
C 4.962 -5.126 1.363
C 4.081 -3.915 1.288
C 2.818 -3.907 1.872
C 1.995 -2.801 1.755
C 2.434 -1.685 1.051
C 3.708 -1.658 0.496
C 4.520 -2.766 0.626
S 1.125 -0.545 0.647
O 1.267 0.779 1.424
C 1.616 -0.177 -1.044
C 2.524 0.844 -1.357
C 2.730 1.162 -2.669
C 1.959 0.570 -3.693
C 2.041 1.014 -5.034
C 1.206 0.505 -5.988
C 0.261 -0.488 -5.656
C 0.189 -0.977 -4.383
C 1.033 -0.457 -3.372
C 0.928 -0.870 -2.025
C 0.029 -1.978 -1.582
C 0.484 -3.324 -1.634
C 1.684 -3.679 -2.295
C 2.139 -4.966 -2.246
C 1.422 -5.951 -1.540
C 0.247 -5.642 -0.916
C -0.257 -4.322 -0.946
C -1.450 -3.963 -0.277
C -1.904 -2.677 -0.271
C -1.156 -1.681 -0.923
S -1.516 0.080 -0.812
O -1.761 0.346 0.677
C -3.056 0.204 -1.711
C -3.496 1.512 -1.917
C -4.412 1.778 -2.913
C -4.907 0.753 -3.723
C -5.801 1.080 -4.882
C -4.525 -0.554 -3.443
C -3.589 -0.837 -2.459
H 4.433 -5.976 1.789
H 5.835 -4.917 1.984
H 5.329 -5.400 0.373
H 2.464 -4.777 2.410
H 1.005 -2.803 2.198
H 4.063 -0.786 -0.036
H 5.510 -2.748 0.187
H 3.036 1.374 -0.562
H 3.453 1.918 -2.939
H 2.764 1.780 -5.286
H 1.266 0.866 -7.006
H -0.406 -0.866 -6.420
H -0.529 -1.746 -4.123
H 2.226 -2.919 -2.843
H 3.056 -5.232 -2.756
H 1.811 -6.960 -1.501
H -0.308 -6.408 -0.389
H -2.005 -4.730 0.248
H -2.812 -2.407 0.252
H -3.107 2.315 -1.300
H -4.724 2.799 -3.095
H -5.298 1.777 -5.553
H -6.716 1.567 -4.541
H -6.074 0.191 -5.445
H -4.941 -1.369 -4.021
H -3.282 -1.859 -2.287
*
```

A 4-piece molecular cluster, C57H47IO12 overall, computed with ωB97M-V/def2-TZVPD.

Gap between HOMO and LUMO   8.66 eV
Energy   -92543.54764 eV
Energy relative to the best compared isomer or geometry (same formula, charge and spin)   0.0 kJ/mol
F_max   4.5 eV/Å
E_HOMO   -9.6 eV

```
! wB97M-V def2-TZVPD RIJCOSX def2/J DEFGRID3
* xyz 0 1
C 6.449 3.502 -2.203
C 6.109 4.911 -2.617
O 6.819 5.847 -2.348
O 4.949 5.008 -3.290
C 4.747 6.262 -3.961
C 5.565 6.447 -5.237
C 5.292 5.394 -6.319
C 5.979 4.034 -6.107
C 5.122 2.835 -6.570
C 4.107 2.397 -5.484
C 2.683 2.754 -5.937
C 1.624 2.411 -4.881
C 1.272 3.641 -4.052
O 1.050 3.165 -2.658
C 0.380 4.136 -2.051
O 0.291 4.291 -0.868
O -0.135 5.005 -2.937
C -0.088 4.282 -4.214
C -0.401 5.290 -5.322
C 0.800 5.804 -6.080
O 1.649 6.503 -5.645
I 0.874 5.201 -8.172
H 7.508 3.425 -1.995
H 5.847 3.231 -1.336
H 6.162 2.831 -3.012
H 3.693 6.299 -4.238
H 4.909 7.100 -3.286
H 5.261 7.419 -5.630
H 6.619 6.495 -4.961
H 5.660 5.800 -7.263
H 4.208 5.293 -6.406
H 6.283 3.854 -5.080
H 6.880 4.022 -6.723
H 5.793 1.995 -6.748
H 4.611 3.147 -7.482
H 4.301 2.966 -4.575
H 4.154 1.322 -5.311
H 2.466 2.311 -6.909
H 2.690 3.833 -6.099
H 0.707 2.019 -5.328
H 1.996 1.633 -4.216
H 2.146 4.289 -3.972
H -0.873 3.531 -4.122
H -1.085 4.823 -6.026
H -0.921 6.127 -4.858
C -2.621 3.633 0.107
C -1.987 3.085 -1.004
C -2.596 2.038 -1.684
C -3.819 1.532 -1.258
C -4.436 2.074 -0.128
C -3.836 3.132 0.545
C -5.720 1.520 0.380
O -6.263 1.988 1.359
C -6.320 0.361 -0.343
C -7.487 -0.213 0.147
C -8.064 -1.282 -0.516
C -7.483 -1.779 -1.679
C -6.318 -1.214 -2.169
C -5.727 -0.150 -1.499
C -4.452 0.421 -2.016
O -3.941 -0.020 -3.027
H -2.155 4.455 0.637
H -0.976 3.521 -1.317
H -2.119 1.601 -2.552
H -4.323 3.556 1.412
H -7.936 0.179 1.049
H -8.969 -1.730 -0.130
H -7.940 -2.610 -2.200
H -5.859 -1.600 -3.069
C -3.788 -2.364 0.076
C -2.944 -1.492 0.757
C -2.708 -1.669 2.110
C -3.324 -2.714 2.789
C -4.189 -3.575 2.109
C -4.410 -3.402 0.749
C -4.896 -4.674 2.828
O -5.644 -5.424 2.237
C -4.664 -4.819 4.294
C -5.351 -5.801 4.996
C -5.135 -5.958 6.354
C -4.225 -5.141 7.017
C -3.542 -4.156 6.325
C -3.765 -3.986 4.964
C -3.046 -2.903 4.240
O -2.254 -2.188 4.819
H -3.965 -2.230 -0.982
H -2.470 -0.673 0.229
H -2.049 -0.998 2.644
H -5.071 -4.077 0.224
H -6.054 -6.437 4.476
H -5.674 -6.721 6.900
H -4.053 -5.270 8.077
H -2.837 -3.516 6.837
C 1.373 -4.223 2.719
C 0.242 -3.993 3.495
C 0.281 -4.212 4.862
C 1.449 -4.672 5.456
C 2.578 -4.923 4.674
C 2.538 -4.687 3.305
C 3.827 -5.460 5.283
O 4.811 -5.674 4.606
C 3.833 -5.734 6.748
C 4.967 -6.286 7.330
C 4.994 -6.536 8.691
C 3.891 -6.228 9.480
C 2.756 -5.682 8.905
C 2.719 -5.442 7.537
C 1.476 -4.885 6.930
O 0.512 -4.619 7.619
H 1.341 -4.044 1.652
H -0.669 -3.641 3.032
H -0.595 -4.028 5.468
H 3.418 -4.872 2.705
H 5.824 -6.520 6.713
H 5.877 -6.970 9.142
H 3.917 -6.417 10.545
H 1.893 -5.445 9.512
*
```

C57H49BN6O3V as an isolated structure, computed with ωB97M-V/def2-TZVPD.

Gap between HOMO and LUMO (alpha / beta)   5.44 / 5.45 eV
Energy   -101350.44973 eV
F_max   1.9 eV/Å
E_HOMO (alpha / beta)   -9.1 / -9.1 eV

```
! wB97M-V def2-TZVPD RIJCOSX def2/J DEFGRID3
* xyz 1 1
V 1.847 0.178 0.179
C 7.058 -0.743 5.866
C 7.318 0.172 4.856
C 6.392 0.370 3.843
C 5.196 -0.340 3.831
C 4.945 -1.259 4.844
C 5.870 -1.459 5.857
C 4.218 -0.122 2.730
C 2.980 0.425 3.035
C 2.523 0.740 4.373
C 1.243 1.142 4.273
C 0.916 1.173 2.857
C -0.178 1.816 2.304
C -1.476 1.797 3.041
C -1.736 0.720 3.898
C -2.949 0.582 4.552
C -3.967 1.498 4.344
C -3.753 2.542 3.457
C -2.535 2.684 2.813
C -0.047 2.427 1.022
N 0.688 1.886 0.010
C 0.556 2.721 -1.089
C 0.940 2.384 -2.397
C 0.522 3.299 -3.498
C 0.992 4.608 -3.553
C 0.585 5.457 -4.569
C -0.294 5.012 -5.545
C -0.759 3.706 -5.508
C -0.348 2.854 -4.492
C 1.664 1.246 -2.735
C 2.020 0.802 -4.050
C 2.767 -0.322 -3.900
C 2.923 -0.529 -2.491
N 2.215 0.390 -1.808
C 3.931 -1.349 -1.928
C 4.403 -1.194 -0.645
C 5.588 -1.827 -0.099
C 5.715 -1.401 1.171
C 4.571 -0.553 1.447
N 3.822 -0.411 0.331
C 4.598 -2.309 -2.846
C 5.915 -2.111 -3.250
C 6.523 -3.003 -4.119
C 5.818 -4.100 -4.595
C 4.503 -4.298 -4.201
C 3.895 -3.405 -3.334
C -0.230 3.843 -0.715
C -0.614 3.660 0.582
N 1.992 0.707 2.141
H 7.779 -0.898 6.655
H 8.242 0.733 4.856
H 6.594 1.087 3.058
H 4.024 -1.829 4.831
H 5.665 -2.180 6.637
H 3.127 0.683 5.261
H 0.609 1.499 5.065
H -1.001 -0.059 4.022
H -3.102 -0.263 5.208
H -4.915 1.391 4.851
H -4.537 3.262 3.266
H -2.433 3.509 2.130
H 1.684 4.957 -2.798
H 0.961 6.470 -4.604
H -0.607 5.677 -6.338
H -1.431 3.346 -6.275
H -0.692 1.827 -4.478
H 1.769 1.300 -4.969
H 3.230 -0.913 -4.670
H 6.229 -2.509 -0.630
H 6.477 -1.661 1.885
H 6.460 -1.246 -2.891
H 7.546 -2.837 -4.429
H 6.293 -4.796 -5.272
H 3.951 -5.152 -4.567
H 2.870 -3.561 -3.021
H -0.462 4.683 -1.344
H -1.157 4.360 1.188
C -6.872 -2.788 2.530
C -6.841 -2.535 1.018
C -7.352 -1.117 0.734
C -7.779 -3.532 0.340
C -5.403 -2.659 0.515
C -5.031 -3.568 -0.475
C -3.722 -3.695 -0.944
C -2.787 -2.863 -0.380
O -1.436 -2.747 -0.648
B -0.999 -1.742 0.184
O -2.020 -1.239 0.983
C -3.141 -1.962 0.607
C -4.423 -1.826 1.078
H -7.898 -2.744 2.895
H -6.297 -2.041 3.078
H -6.467 -3.770 2.775
H -8.378 -1.010 1.088
H -7.341 -0.902 -0.336
H -6.750 -0.361 1.239
H -8.784 -3.415 0.745
H -7.473 -4.563 0.515
H -7.838 -3.369 -0.736
H -5.779 -4.215 -0.906
H -3.460 -4.411 -1.709
H -4.649 -1.114 1.859
O 1.497 -1.733 0.260
C 0.411 -1.087 0.186
N -3.134 2.927 -2.433
C -3.362 1.526 -2.755
C -2.321 0.647 -2.058
N -2.051 1.215 -0.710
H -3.983 3.467 -2.528
H -2.426 3.346 -3.027
H -2.277 2.230 -0.740
H -3.330 1.292 -3.825
H -4.358 1.251 -2.402
H -1.363 0.616 -2.579
H -2.685 -0.374 -1.936
H -2.582 0.758 0.032
H -1.059 1.115 -0.447
*
```

Number 1 is which compound?
C57H47Cl12F7O4

F_max of number 3 (C57H47IO12)?
4.5 eV/Å

energy of number 2 (C57H47GaN3O4S2)?
-146577.74018 eV